# 1
The following is a quantum chemistry calculation of 2 unconnected molecules or ions with the total composition C17H38N4O2S, from the OMol25 dataset.

Element x y z (Å)
1 C 3.84 -4.24 3.24
2 C 3.27 -3.20 2.26
3 C 4.32 -2.59 1.34
4 C 3.73 -1.61 0.35
5 O 3.66 -0.30 0.95
6 N 2.40 0.32 0.77
7 C 1.56 0.03 1.82
8 N 1.88 0.46 3.11
9 N 0.45 -0.60 1.60
10 C -0.61 -0.91 2.55
11 C -1.94 -0.37 2.05
12 C -2.57 -1.11 0.87
13 S -2.47 -2.92 0.90
14 H 4.91 -4.35 3.12
15 H 3.67 -3.93 4.26
16 H 3.36 -5.21 3.12
17 H 2.80 -2.40 2.84
18 H 2.47 -3.65 1.66
19 H 5.07 -2.09 1.94
20 H 4.80 -3.39 0.77
21 H 4.35 -1.53 -0.54
22 H 2.73 -1.95 0.06
23 H 1.97 0.13 -0.13
24 H 2.05 1.45 3.09
25 H 2.75 0.01 3.40
26 H 0.29 -0.91 0.65
27 H -0.63 -1.99 2.67
28 H -0.37 -0.47 3.51
29 H -1.76 0.65 1.72
30 H -2.62 -0.29 2.89
31 H -2.21 -0.75 -0.08
32 H -3.64 -0.91 0.88
33 H -1.26 -3.07 0.35
34 C -2.38 2.67 -0.17
35 C -1.10 2.51 -1.01
36 C -1.07 3.50 -2.18
37 C -2.01 3.12 -3.33
38 C -1.71 1.70 -3.80
39 C -1.80 0.67 -2.67
40 N -0.96 1.10 -1.51
41 O 0.28 0.77 -1.65
42 C -3.28 0.47 -2.28
43 C -1.30 -0.69 -3.15
44 C 0.07 2.82 -0.10
45 H -2.19 2.39 0.87
46 H -2.71 3.71 -0.17
47 H -3.22 2.07 -0.49
48 H -0.05 3.55 -2.58
49 H -1.31 4.50 -1.81
50 H -3.05 3.23 -3.02
51 H -1.86 3.81 -4.16
52 H -2.41 1.40 -4.58
53 H -0.71 1.66 -4.24
54 H -3.37 -0.08 -1.34
55 H -3.78 -0.11 -3.05
56 H -3.83 1.40 -2.19
57 H -0.30 -0.64 -3.56
58 H -1.97 -1.06 -3.93
59 H -1.31 -1.42 -2.33
60 H 0.13 2.02 0.65
61 H -0.08 3.77 0.42
62 H 1.02 2.86 -0.63

Its charge is +1. As for the LUMO energy (alpha / beta): -3.4 / -3.4 eV. As for the expectation value of S²: 0.754. The calculation puts the HOMO-LUMO gap (alpha / beta) at 8.10 / 8.85 eV. Its multiplicity is 2.



# 2
The following is a quantum chemistry calculation of a molecular structure, C17H39ClF2GaIN2O6P, from the OMol25 dataset.

Element x y z (Å)
1 C 5.90 -4.95 2.72
2 C 4.54 -5.44 2.22
3 C 3.50 -5.68 3.32
4 Cl 3.97 -7.15 4.26
5 Ga 1.66 -5.92 2.46
6 F 1.94 -6.50 0.78
7 C 0.62 -7.38 3.46
8 C -0.77 -7.00 3.64
9 O -1.34 -6.54 4.59
10 F -1.51 -7.17 2.50
11 P 0.37 -3.92 2.50
12 O 1.38 -2.89 3.35
13 I 0.68 -3.16 0.15
14 H 6.47 -4.43 1.95
15 H 6.48 -5.79 3.11
16 H 5.76 -4.26 3.56
17 H 4.66 -6.39 1.70
18 H 4.12 -4.73 1.49
19 H 3.53 -4.84 4.03
20 H 1.07 -7.47 4.45
21 H 0.72 -8.32 2.91
22 H 2.15 -3.39 3.67
23 C -5.60 -2.36 -1.57
24 O -5.61 -1.05 -2.10
25 C -5.84 -0.02 -1.14
26 C -4.60 0.80 -0.89
27 N -3.59 0.03 -0.18
28 C -2.28 0.66 -0.07
29 C -1.52 0.99 -1.35
30 O -1.07 -0.14 -2.07
31 C -2.01 -0.74 -2.93
32 H -5.60 -3.05 -2.41
33 H -4.72 -2.56 -0.95
34 H -6.50 -2.55 -0.97
35 H -6.21 -0.45 -0.20
36 H -6.62 0.63 -1.55
37 H -4.87 1.67 -0.29
38 H -4.25 1.17 -1.87
39 H -3.48 -0.87 -0.63
40 H -1.65 0.00 0.52
41 H -2.39 1.59 0.50
42 H -0.61 1.52 -1.04
43 H -2.08 1.66 -2.01
44 H -2.67 0.00 -3.38
45 H -2.61 -1.50 -2.43
46 H -1.44 -1.23 -3.73
47 C 0.66 4.67 1.46
48 O 0.17 4.20 0.22
49 C -0.70 5.09 -0.46
50 C -0.05 5.65 -1.71
51 N 1.03 6.57 -1.38
52 C 1.85 6.98 -2.51
53 C 2.62 5.92 -3.28
54 O 3.67 5.32 -2.56
55 C 3.30 4.24 -1.72
56 H 1.15 3.83 1.95
57 H 1.39 5.48 1.34
58 H -0.15 5.03 2.10
59 H -1.03 5.89 0.20
60 H -1.58 4.52 -0.76
61 H -0.81 6.19 -2.29
62 H 0.28 4.80 -2.31
63 H 1.62 6.14 -0.68
64 H 2.57 7.71 -2.14
65 H 1.20 7.51 -3.22
66 H 3.09 6.41 -4.14
67 H 1.96 5.14 -3.69
68 H 2.48 3.66 -2.14
69 H 3.03 4.57 -0.71
70 H 4.17 3.59 -1.63

Its charge is -1. As for the LUMO energy: 2.2 eV. The calculation puts the HOMO-LUMO gap at 6.81 eV.



# 3
The following is a quantum chemistry calculation of a molecular structure, C17H39N8O4SSeV, from the OMol25 dataset.

Element x y z (Å)
1 V -0.81 -0.47 -1.26
2 C -2.34 1.95 0.33
3 C -1.11 2.52 -0.39
4 N -0.08 1.49 -0.55
5 C 1.07 1.79 -1.41
6 C 2.05 0.60 -1.37
7 N 1.40 -0.62 -0.81
8 C 2.17 -1.87 -1.03
9 C 1.34 -3.01 -1.60
10 C 0.26 -3.62 -0.67
11 N -0.16 -2.71 0.41
12 C -1.55 -2.85 0.83
13 C -2.07 -1.58 1.51
14 N -1.47 -0.38 0.90
15 C -2.08 0.89 1.41
16 H -3.02 1.52 -0.40
17 H -2.87 2.78 0.81
18 H -0.70 3.37 0.17
19 H -1.40 2.88 -1.37
20 H 0.29 1.30 0.38
21 H 1.57 2.72 -1.12
22 H 0.68 1.93 -2.42
23 H 2.93 0.85 -0.77
24 H 2.38 0.37 -2.38
25 H 1.39 -0.49 0.20
26 H 2.64 -2.18 -0.09
27 H 2.99 -1.66 -1.72
28 H 2.03 -3.80 -1.89
29 H 0.87 -2.66 -2.53
30 H 0.60 -4.58 -0.27
31 H -0.63 -3.83 -1.26
32 H 0.46 -2.81 1.21
33 H -1.73 -3.71 1.48
34 H -2.14 -3.01 -0.07
35 H -1.86 -1.60 2.59
36 H -3.15 -1.54 1.38
37 H -0.51 -0.38 1.24
38 H -1.44 1.29 2.20
39 H -3.04 0.65 1.86
40 C -4.42 -1.20 -3.54
41 S -3.43 -1.08 -2.09
42 O -4.29 -1.23 -0.95
43 O -2.38 -2.13 -2.20
44 O -2.72 0.21 -2.16
45 H -4.91 -2.18 -3.54
46 H -3.79 -1.08 -4.42
47 H -5.17 -0.41 -3.49
48 C 0.60 1.33 5.46
49 N 1.75 2.03 4.93
50 C 2.47 3.03 5.58
51 C 3.45 3.42 4.75
52 N 3.33 2.66 3.59
53 C 4.18 2.75 2.42
54 C 2.28 1.82 3.71
55 Se 1.70 0.60 2.46
56 H 0.50 1.57 6.52
57 H 0.73 0.26 5.34
58 H -0.30 1.63 4.93
59 H 2.22 3.35 6.57
60 H 4.22 4.15 4.87
61 H 5.02 3.40 2.65
62 H 3.62 3.17 1.58
63 H 4.53 1.76 2.14
64 N 0.48 -0.24 -5.42
65 C -0.21 -0.77 -4.37
66 N -1.00 -1.83 -4.62
67 O -0.05 -0.30 -3.23
68 H 0.20 -0.43 -6.36
69 H 0.95 0.63 -5.25
70 H -1.04 -2.26 -5.52
71 H -1.52 -2.20 -3.83

Its charge is +1. As for the LUMO energy (alpha / beta): -1.7 / -1.7 eV. As for the expectation value of S²: 3.756. The calculation puts the HOMO-LUMO gap (alpha / beta) at 7.78 / 8.66 eV. Its multiplicity is 4. As for the relative energy (zero: lowest compared OMol25 entry of this formula, charge and spin): 42.0 kJ/mol.



# 4
The following is a quantum chemistry calculation of a molecular structure, C17H40AsF9O21S2V3, from the OMol25 dataset.

Element x y z (Å)
1 O 5.46 1.47 -5.67
2 V 4.81 2.96 -5.75
3 O 5.64 3.77 -6.76
4 O -2.96 -3.30 -4.21
5 V -3.06 -1.85 -4.70
6 O -4.19 -1.12 -3.72
7 O -1.07 3.68 4.14
8 V -1.75 4.23 2.82
9 O -1.16 5.59 2.44
10 C 2.24 -0.83 0.26
11 F 1.65 -1.01 1.40
12 F 3.46 -0.31 0.53
13 F 2.43 -2.00 -0.27
14 S 1.28 0.39 -0.98
15 O 0.65 -0.50 -1.98
16 O 0.33 1.06 -0.15
17 O 2.27 1.25 -1.63
18 S -0.58 1.20 -8.04
19 O 0.64 1.79 -7.47
20 O -0.86 1.56 -9.36
21 O -0.60 -0.25 -7.90
22 O -1.74 1.60 -7.23
23 As -6.39 6.31 -2.10
24 F -4.97 7.48 -2.14
25 F -5.39 5.24 -1.06
26 F -7.80 5.22 -2.10
27 F -7.24 7.43 -3.22
28 F -5.75 5.47 -3.56
29 F -7.00 7.12 -0.63
30 C -5.69 -6.37 1.36
31 O -4.39 -5.84 1.20
32 C -3.23 -6.70 1.43
33 C -2.88 -6.58 2.92
34 O -3.96 -7.04 3.69
35 C -3.88 -6.59 5.07
36 H -5.80 -7.16 0.61
37 H -6.50 -5.65 1.18
38 H -5.78 -7.03 2.22
39 H -2.43 -6.50 0.71
40 H -3.47 -7.75 1.24
41 H -2.61 -5.52 3.04
42 H -1.97 -7.16 3.02
43 H -4.18 -5.55 5.15
44 H -2.95 -6.80 5.61
45 H -4.67 -7.14 5.60
46 C 7.59 -5.56 0.38
47 O 6.93 -6.74 0.80
48 C 6.74 -7.70 -0.21
49 C 5.65 -8.70 0.23
50 O 5.87 -9.44 1.41
51 C 5.60 -8.65 2.53
52 H 7.41 -4.68 1.00
53 H 7.40 -5.30 -0.66
54 H 8.64 -5.84 0.47
55 H 7.68 -8.22 -0.39
56 H 6.46 -7.35 -1.21
57 H 5.59 -9.48 -0.54
58 H 4.64 -8.28 0.24
59 H 5.40 -7.60 2.32
60 H 6.53 -8.75 3.08
61 H 4.84 -9.09 3.17
62 C -5.13 6.34 4.96
63 O -5.13 5.09 4.26
64 C -6.13 4.21 4.64
65 C -6.29 2.86 3.98
66 O -5.04 2.28 3.61
67 C -5.02 0.94 3.15
68 H -5.36 6.12 6.00
69 H -5.81 7.06 4.49
70 H -4.11 6.73 4.90
71 H -7.09 4.72 4.53
72 H -6.07 4.00 5.71
73 H -6.99 3.05 3.17
74 H -6.80 2.20 4.69
75 H -5.20 0.22 3.94
76 H -3.96 0.84 2.92
77 H -5.73 0.75 2.34
78 C 2.60 7.50 -3.81
79 O 3.92 6.94 -3.79
80 C 4.59 7.37 -2.60
81 C 6.04 6.72 -2.49
82 O 6.16 5.28 -2.39
83 C 7.49 4.82 -2.23
84 H 2.21 7.44 -4.83
85 H 2.58 8.57 -3.62
86 H 2.03 6.93 -3.08
87 H 3.89 7.21 -1.78
88 H 4.76 8.45 -2.59
89 H 6.51 7.36 -1.74
90 H 6.64 6.99 -3.36
91 H 8.10 5.42 -1.55
92 H 8.03 4.90 -3.17
93 H 7.38 3.79 -1.88

Its charge is -1. As for the LUMO energy: -3.3 eV. The calculation puts the HOMO-LUMO gap at 1.33 eV.



# 5
The following is a quantum chemistry calculation of 4 unconnected molecules or ions with the total composition C17H40B2F3O10, from the OMol25 dataset.

Element x y z (Å)
1 O -1.24 -0.88 3.07
2 B -1.86 -1.14 1.86
3 O -1.06 -1.66 0.88
4 C -3.38 -0.81 1.58
5 C -4.34 -1.03 2.76
6 C -4.17 -2.30 3.61
7 C -4.80 -3.56 3.08
8 F -6.15 -3.54 3.22
9 F -4.54 -3.84 1.81
10 F -4.38 -4.64 3.81
11 C -3.46 0.70 1.12
12 O -4.12 0.71 -0.10
13 B -4.73 -0.64 -0.30
14 O -3.77 -1.53 0.43
15 H -1.87 -0.51 3.70
16 H -1.54 -2.36 0.42
17 H -5.36 -1.00 2.37
18 H -4.25 -0.18 3.45
19 H -3.13 -2.53 3.85
20 H -4.68 -2.15 4.57
21 H -4.02 1.30 1.86
22 H -2.46 1.15 1.02
23 H -5.86 -0.69 0.24
24 H -4.82 -0.95 -1.48
25 C 1.21 -0.01 -0.47
26 O 1.96 0.86 -1.32
27 C 3.27 0.41 -1.58
28 C 3.39 -0.22 -2.95
29 O 2.66 -1.43 -3.04
30 C 1.41 -1.29 -3.70
31 H 0.18 0.34 -0.47
32 H 1.23 -1.04 -0.83
33 H 1.60 0.03 0.55
34 H 3.59 -0.31 -0.81
35 H 3.94 1.27 -1.53
36 H 4.44 -0.46 -3.15
37 H 3.05 0.49 -3.71
38 H 1.54 -1.09 -4.76
39 H 0.81 -0.49 -3.26
40 H 0.87 -2.23 -3.58
41 C 7.14 -3.23 1.74
42 O 6.87 -3.96 0.56
43 C 5.96 -3.31 -0.31
44 C 6.66 -2.65 -1.47
45 O 7.49 -1.57 -1.05
46 C 8.86 -1.89 -1.01
47 H 7.95 -3.74 2.26
48 H 7.45 -2.20 1.52
49 H 6.26 -3.20 2.40
50 H 5.37 -2.56 0.24
51 H 5.26 -4.06 -0.70
52 H 5.91 -2.25 -2.16
53 H 7.26 -3.39 -2.02
54 H 9.27 -2.03 -2.01
55 H 9.04 -2.79 -0.42
56 H 9.37 -1.05 -0.54
57 C -3.85 6.45 0.85
58 O -4.17 5.08 0.87
59 C -5.13 4.71 -0.12
60 C -4.49 4.05 -1.32
61 O -3.66 4.97 -2.04
62 C -2.28 4.77 -1.79
63 H -3.02 6.60 1.54
64 H -3.56 6.79 -0.15
65 H -4.70 7.06 1.19
66 H -5.70 5.59 -0.43
67 H -5.81 3.99 0.34
68 H -5.27 3.71 -1.99
69 H -3.92 3.17 -1.01
70 H -1.93 3.83 -2.23
71 H -2.06 4.77 -0.72
72 H -1.75 5.60 -2.26

Its charge is -1. As for the LUMO energy: 2.3 eV. The calculation puts the HOMO-LUMO gap at 6.60 eV.



# 6
The following is a quantum chemistry calculation of a molecular structure, C17H40F3Na3O11S, from the OMol25 dataset.

Element x y z (Å)
1 Na 20.68 3.35 7.12
2 Na 24.43 -0.63 8.98
3 Na 19.53 -1.52 7.03
4 C 20.40 0.98 10.99
5 F 21.15 2.03 11.27
6 F 20.58 0.03 11.88
7 F 19.12 1.35 10.94
8 S 20.85 0.37 9.31
9 O 22.30 0.19 9.34
10 O 20.12 -0.87 9.12
11 O 20.41 1.43 8.41
12 C 22.41 6.13 8.25
13 O 21.37 5.19 8.55
14 C 20.22 5.78 9.12
15 C 19.13 4.77 9.29
16 O 18.61 4.37 8.03
17 C 17.48 3.51 8.16
18 H 22.15 6.65 7.33
19 H 23.31 5.54 8.09
20 H 22.56 6.82 9.08
21 H 19.84 6.57 8.46
22 H 20.40 6.29 10.07
23 H 18.35 5.21 9.92
24 H 19.44 3.87 9.84
25 H 17.15 3.25 7.15
26 H 16.66 4.01 8.68
27 H 17.74 2.58 8.67
28 C 21.30 4.80 13.89
29 O 22.57 5.44 13.94
30 C 23.52 4.91 13.05
31 C 23.25 5.27 11.59
32 O 24.28 4.76 10.77
33 C 24.00 3.52 10.21
34 H 20.71 5.19 13.07
35 H 20.79 5.05 14.82
36 H 21.38 3.71 13.92
37 H 23.81 3.86 13.14
38 H 24.40 5.50 13.34
39 H 23.31 6.36 11.54
40 H 22.25 4.99 11.24
41 H 23.12 3.58 9.55
42 H 23.81 2.73 10.94
43 H 24.83 3.20 9.56
44 C 18.47 3.64 12.59
45 O 18.05 4.79 13.28
46 C 16.68 4.80 13.65
47 C 16.33 3.83 14.77
48 O 16.26 2.52 14.24
49 C 16.09 1.56 15.26
50 H 18.34 2.73 13.17
51 H 19.51 3.76 12.30
52 H 17.82 3.50 11.70
53 H 16.03 4.69 12.77
54 H 16.54 5.81 14.04
55 H 15.38 4.14 15.21
56 H 17.18 3.88 15.47
57 H 15.27 1.73 15.97
58 H 17.03 1.43 15.82
59 H 15.80 0.61 14.82
60 C 14.26 2.10 6.95
61 O 15.20 1.24 7.56
62 C 15.05 1.17 8.96
63 C 16.28 0.53 9.59
64 O 15.94 -0.70 10.20
65 C 17.00 -1.61 10.21
66 H 14.07 1.78 5.93
67 H 14.68 3.11 6.85
68 H 13.31 2.13 7.47
69 H 14.17 0.60 9.27
70 H 14.97 2.19 9.37
71 H 16.72 1.19 10.34
72 H 17.02 0.39 8.78
73 H 17.32 -1.80 9.17
74 H 16.60 -2.58 10.52
75 H 17.81 -1.31 10.88

Its charge is +2. As for the LUMO energy: -6.7 eV. The calculation puts the HOMO-LUMO gap at 6.47 eV. As for the relative energy (zero: lowest compared OMol25 entry of this formula, charge and spin): 0.0 kJ/mol.